(1)
A structure of composition C41H34BrF3IN4O6SbSeSiTi. Source: the OMol25 dataset; level of theory: the ωB97M-V functional and the def2-TZVPD basis.

```
94
Properties=species:S:1:pos:R:3:mulliken_charge:R:1
Ti 0.29 -1.90 -1.69 -0.91
Br 5.06 0.30 4.36 -0.24
C 3.50 -0.75 4.62 -0.12
C 3.63 -2.06 5.04 -0.52
C 2.48 -2.82 5.24 -0.39
C 1.23 -2.28 4.99 0.15
C 1.12 -0.95 4.58 0.42
C 2.25 -0.18 4.40 -0.41
N 0.08 -3.07 5.36 -0.43
N -0.92 -3.16 4.63 -0.63
C -0.91 -2.62 3.30 -0.01
C -1.94 -1.76 2.97 -0.59
C -1.98 -1.15 1.71 -0.18
C -0.98 -1.43 0.79 0.16
O -0.91 -0.96 -0.45 0.85
C 0.06 -2.32 1.13 -0.28
N 0.92 -2.53 0.11 0.83
C 2.01 -3.48 0.25 0.41
C 1.92 -4.30 1.51 -1.33
C 1.07 -4.04 2.49 -1.12
C 0.09 -2.96 2.37 1.03
H 4.61 -2.49 5.20 0.40
H 2.56 -3.84 5.58 0.39
H 0.14 -0.54 4.39 0.26
H 2.17 0.84 4.07 0.45
H -2.71 -1.57 3.71 0.43
H -2.79 -0.49 1.44 0.35
H 2.98 -2.96 0.23 0.15
H 2.62 -5.13 1.59 0.39
H 1.05 -4.67 3.38 0.60
I 5.51 -3.19 -4.26 -0.06
C 4.00 -3.69 -2.92 -0.53
C 4.09 -4.90 -2.14 -0.11
C 3.10 -5.22 -1.30 -1.18
C 1.94 -4.29 -1.07 0.36
N 1.79 -3.26 -2.11 0.43
C 2.83 -2.98 -2.90 0.67
H 4.93 -5.57 -2.29 0.36
H 3.12 -6.16 -0.76 0.40
H 1.00 -4.86 -1.02 0.20
H 2.70 -2.14 -3.56 -0.49
O -1.60 -4.17 -4.39 -0.79
Se -1.76 -2.99 -3.31 1.12
O -1.12 -3.38 -1.80 -0.55
O -0.65 -1.74 -3.54 -0.82
O -3.25 -2.38 -3.19 -0.63
F -1.21 7.92 -2.65 -0.37
C -1.16 6.66 -2.14 0.43
C -2.26 5.84 -2.29 -0.68
C -2.20 4.55 -1.76 -0.17
C -1.07 4.09 -1.10 -0.03
C 0.02 4.96 -0.99 -0.46
C -0.01 6.25 -1.50 -0.70
Sb -0.84 2.08 -0.31 0.51
C -1.07 2.76 1.73 0.00
C -1.59 4.01 2.08 -0.28
C -1.68 4.40 3.41 -0.91
C -1.25 3.53 4.39 0.25
F -1.33 3.92 5.69 -0.38
C -0.72 2.29 4.09 -0.72
C -0.64 1.92 2.75 0.06
C -2.89 1.56 -0.63 0.33
C -3.93 2.14 0.10 -0.06
C -5.25 1.77 -0.11 -0.79
C -5.51 0.79 -1.05 0.30
F -6.80 0.41 -1.25 -0.39
C -4.52 0.17 -1.78 -0.62
C -3.20 0.57 -1.56 -0.37
H -3.14 6.20 -2.81 0.43
H -3.06 3.90 -1.88 0.42
H 0.93 4.62 -0.50 0.35
H 0.83 6.92 -1.42 0.42
H -1.92 4.69 1.31 0.39
H -2.08 5.37 3.69 0.46
H -0.39 1.65 4.89 0.46
H -0.24 0.94 2.51 0.16
H -3.72 2.90 0.85 0.28
H -6.07 2.21 0.45 0.42
H -4.73 -0.63 -2.48 0.58
H -2.43 0.05 -2.11 -0.03
C 2.08 -0.09 -5.03 -1.32
Si 1.35 0.68 -3.48 0.95
C -0.29 1.44 -3.98 -0.57
C 2.49 2.06 -2.90 -0.98
O 1.23 -0.41 -2.26 -0.15
H 2.08 0.64 -5.84 0.41
H 1.48 -0.95 -5.33 0.32
H 3.11 -0.41 -4.88 0.25
H -0.71 2.12 -3.24 -0.05
H -1.02 0.64 -4.17 0.16
H -0.17 2.02 -4.90 0.50
H 2.62 2.82 -3.68 0.33
H 3.47 1.66 -2.64 0.32
H 2.07 2.55 -2.02 0.05
```

As for the energy above the lowest of the compared OMol25 structures with the same formula, charge and spin: 50.06 kJ/mol. The largest force on an atom is 0.2 eV/Å. Its total charge is -2. The HOMO energy is -2.00 eV. The value obtained for the LUMO energy is 3.603 eV.

=====

(2)
A structure of composition C23H50FeNO9 at a distorted geometry. Source: the OMol25 dataset; level of theory: the ωB97M-V functional and the def2-TZVPD basis.

```
84
Properties=species:S:1:pos:R:3:mulliken_charge:R:1
Fe 2.60 -2.96 2.03 0.75
C 2.02 -7.15 2.68 -0.89
C 3.01 -6.35 1.77 -0.53
O 2.72 -5.00 1.39 -0.48
H 2.06 -6.79 3.71 0.20
H 2.33 -8.19 2.75 0.39
H 1.02 -7.14 2.25 0.23
H 3.15 -6.96 0.88 0.29
H 4.01 -6.47 2.20 0.29
C -1.49 -3.46 4.25 -0.96
C -0.30 -4.04 3.63 -0.39
O 0.64 -3.21 3.01 -0.38
H -1.11 -2.75 4.98 0.32
H -2.27 -4.18 4.50 0.38
H -2.10 -2.95 3.50 0.12
H -0.79 -4.77 2.99 0.21
H 0.31 -4.66 4.29 0.12
C 1.41 -2.98 -4.40 -0.64
C 1.80 -4.40 -4.81 -0.45
O 3.05 -4.77 -4.52 -0.92
H 1.39 -2.85 -3.32 -0.12
H 0.43 -2.74 -4.81 0.34
H 2.08 -2.20 -4.76 0.35
H 1.57 -4.53 -5.87 0.24
H 1.14 -5.03 -4.21 0.15
C 2.94 1.12 1.28 -0.63
C 2.80 0.40 2.57 -0.72
O 2.65 -0.93 2.49 -0.53
H 3.90 1.08 0.77 0.40
H 2.93 2.19 1.47 0.31
H 2.27 0.75 0.50 0.00
H 2.18 0.87 3.33 0.30
H 3.73 0.43 3.15 0.30
C -0.25 -1.21 -0.34 -0.19
C 0.39 -2.62 -0.35 -0.27
O 1.76 -2.61 -0.02 -0.30
H -0.50 -0.96 0.69 0.09
H -1.18 -1.46 -0.86 0.50
H 0.18 -0.40 -0.92 -0.27
H 0.40 -2.90 -1.40 0.26
H -0.03 -3.36 0.33 0.21
C -2.29 2.63 3.78 -1.52
C -2.64 1.40 2.84 0.98
C -3.28 0.14 3.49 -0.02
O -4.64 0.05 3.01 -0.35
C -4.83 1.13 2.22 0.63
O -5.82 1.38 1.55 -0.61
O -3.77 1.95 2.19 -0.30
H -3.05 3.18 4.33 0.38
H -1.84 3.42 3.19 0.30
H -1.51 2.28 4.47 0.40
H -1.80 1.11 2.21 -0.08
H -3.30 0.09 4.58 0.26
H -2.70 -0.71 3.13 -0.07
C -1.30 2.50 -4.48 -2.08
C -0.30 2.92 -3.45 1.78
C 0.33 4.18 -3.89 -1.35
C 0.92 5.10 -2.72 -0.76
C -0.25 5.35 -1.75 -1.55
C -0.85 4.07 -1.15 2.24
N -1.12 3.02 -2.21 0.18
O -1.73 1.86 -1.75 -0.43
C 0.13 3.47 -0.18 -1.55
C -2.08 4.52 -0.39 -2.30
C 0.81 1.87 -3.16 -1.71
H -0.77 2.37 -5.42 0.43
H -2.13 3.19 -4.66 0.43
H -1.86 1.62 -4.15 0.36
H 1.16 4.16 -4.59 0.49
H -0.38 4.79 -4.44 0.42
H 1.11 6.15 -2.97 0.41
H 1.79 4.63 -2.25 0.38
H -1.07 5.95 -2.15 0.40
H 0.12 5.80 -0.83 0.48
H 0.23 4.16 0.66 0.53
H -0.17 2.49 0.19 -0.03
H 1.15 3.55 -0.55 0.36
H -2.81 5.05 -1.01 0.48
H -2.65 3.62 -0.15 0.41
H -1.99 5.32 0.34 0.39
H 1.62 2.09 -3.85 0.39
H 0.41 0.85 -3.16 0.56
H 1.31 2.13 -2.22 0.32
H -0.99 1.32 -1.48 0.31
```

The largest force on an atom is 4.4 eV/Å. Its expectation value of S² is 8.773. As for the spin multiplicity: 6. Its total charge is -2. The HOMO energy (spin up / spin down) is -0.06 / -0.05 eV. The value obtained for the LUMO energy (spin up / spin down) is 3.710 / 3.710 eV.

=====

(3)
An isolated molecule of C3H2N4O at a distorted geometry. Source: the OMol25 dataset; level of theory: the ωB97M-V functional and the def2-TZVPD basis.

```
10
Properties=species:S:1:pos:R:3:mulliken_charge:R:1
O 2.00 -0.08 -0.85 -0.51
C 1.17 -0.08 0.08 0.59
C 0.27 -0.99 0.83 -0.11
N -0.85 -1.31 0.34 -0.11
N -1.24 -0.65 -0.81 -0.18
N -1.25 0.61 -0.66 -0.16
C -0.67 1.32 0.36 0.16
N 0.52 1.11 0.68 -0.38
H 0.32 -1.57 1.82 0.38
H -1.17 2.39 0.56 0.32
```

As for the energy above the lowest of the compared OMol25 structures with the same formula, charge and spin: 305.12 kJ/mol. The largest force on an atom is 5.5 eV/Å. The HOMO energy is -9.81 eV. The value obtained for the LUMO energy is -0.888 eV.

=====

(4)
A structure of composition C36H39N3O3PdTe. Source: the OMol25 dataset; level of theory: the ωB97M-V functional and the def2-TZVPD basis.

```
83
Properties=species:S:1:pos:R:3:mulliken_charge:R:1
Pd 1.55 -0.83 1.78 0.16
O -0.30 -1.94 2.23 -0.45
C -0.35 -3.13 2.67 0.24
C -1.63 -3.80 2.69 -0.64
C -1.79 -5.09 3.11 -0.35
C -0.69 -5.85 3.56 -0.81
C 0.54 -5.24 3.58 -0.62
C 0.76 -3.91 3.16 0.65
C 2.12 -3.42 3.32 -0.46
N 2.56 -2.27 3.01 0.11
C 3.94 -1.91 3.28 -0.87
C 4.09 -0.39 3.17 -0.80
N 3.59 0.04 1.88 0.44
C 4.30 0.82 1.18 -0.79
C 4.09 1.21 -0.20 1.00
C 4.74 2.37 -0.64 -0.48
C 4.67 2.83 -1.94 -0.73
C 3.93 2.06 -2.86 -0.44
C 3.31 0.90 -2.48 -0.10
C 3.35 0.39 -1.13 -0.23
O 2.75 -0.68 -0.83 -0.72
H -2.47 -3.21 2.35 0.41
H -2.78 -5.54 3.10 0.36
H -0.81 -6.87 3.89 0.37
H 1.40 -5.79 3.95 0.27
H 2.81 -4.14 3.79 0.16
H 4.60 -2.38 2.54 0.30
H 4.25 -2.24 4.28 0.43
H 5.15 -0.11 3.31 0.38
H 3.50 0.07 3.97 0.20
H 5.21 1.25 1.65 0.13
H 5.32 2.93 0.09 0.31
H 5.17 3.74 -2.24 0.39
H 3.86 2.40 -3.89 0.36
H 2.76 0.30 -3.21 0.35
C 0.36 1.67 3.47 -1.33
C 0.09 2.00 2.01 0.56
O -0.40 3.10 1.74 -0.69
N 0.41 0.99 1.18 0.73
Te 0.17 0.88 -0.77 0.55
C -0.92 2.26 -2.06 0.16
C -1.00 3.65 -1.90 0.93
C -0.30 4.43 -0.84 -1.83
C -1.74 4.39 -2.83 -0.64
C -2.34 3.80 -3.92 0.82
C -3.13 4.61 -4.91 -1.61
C -2.17 2.44 -4.11 -0.86
C -1.46 1.65 -3.21 0.84
C -1.27 0.20 -3.57 -1.78
C -1.47 -0.44 -0.55 0.65
C -2.73 0.04 -0.20 0.74
C -3.03 1.49 0.11 -1.37
C -3.78 -0.88 -0.13 -0.87
C -3.59 -2.23 -0.38 0.60
C -4.73 -3.20 -0.25 -1.62
C -2.32 -2.67 -0.69 -0.83
C -1.24 -1.81 -0.77 1.07
C 0.13 -2.38 -1.05 -1.38
H -0.53 1.94 4.03 0.36
H 1.19 2.30 3.81 0.29
H 0.61 0.62 3.62 0.07
H 0.29 3.82 -0.17 0.06
H -1.01 4.95 -0.19 0.38
H 0.35 5.19 -1.29 0.49
H -1.81 5.46 -2.69 0.32
H -3.17 5.66 -4.62 0.35
H -4.16 4.24 -4.99 0.33
H -2.69 4.56 -5.91 0.33
H -2.58 1.96 -4.99 0.41
H -1.44 0.06 -4.64 0.52
H -1.96 -0.45 -3.03 0.32
H -0.26 -0.14 -3.36 0.15
H -2.15 2.06 0.40 -0.25
H -3.73 1.54 0.95 0.51
H -3.49 1.99 -0.74 0.28
H -4.77 -0.51 0.14 0.40
H -5.70 -2.69 -0.25 0.40
H -4.65 -3.76 0.69 0.26
H -4.73 -3.93 -1.06 0.37
H -2.15 -3.73 -0.85 0.36
H 0.04 -3.41 -1.41 0.56
H 0.72 -2.39 -0.13 0.15
H 0.71 -1.81 -1.77 0.20
```

As for the energy above the lowest of the compared OMol25 structures with the same formula, charge and spin: 39.51 kJ/mol. The largest force on an atom is 0.8 eV/Å. Its expectation value of S² is 0.755. As for the spin multiplicity: 2. Its total charge is -1. The HOMO energy (spin up / spin down) is -3.40 / -4.06 eV. The value obtained for the LUMO energy (spin up / spin down) is 2.365 / 2.365 eV.

=====

(5)
An isolated molecule of C4H8O3. Source: the OMol25 dataset; level of theory: the ωB97M-V functional and the def2-TZVPD basis.

```
15
Properties=species:S:1:pos:R:3:mulliken_charge:R:1
C -0.99 0.71 -1.33 -1.29
C -0.66 -0.44 -0.39 0.22
O 0.18 -1.35 -1.07 -0.56
C 0.04 0.01 0.89 -0.05
O 0.20 -1.12 1.71 -0.57
C 1.40 0.64 0.65 0.16
O 2.30 0.47 1.44 -0.51
H -1.62 0.35 -2.15 0.33
H -1.54 1.50 -0.81 0.35
H -0.08 1.13 -1.77 0.33
H -1.59 -0.94 -0.08 0.27
H 0.40 -2.04 -0.43 0.37
H -0.59 0.77 1.40 0.32
H 1.02 -0.96 2.22 0.34
H 1.53 1.25 -0.26 0.27
```

As for the energy above the lowest of the compared OMol25 structures with the same formula, charge and spin: 129.57 kJ/mol. The largest force on an atom is 0.5 eV/Å. The HOMO energy is -10.27 eV. The value obtained for the LUMO energy is 0.720 eV.

=====

(6)
A structure of composition CH3ErLiO at a distorted geometry. Source: the OMol25 dataset; level of theory: the ωB97M-V functional and the def2-TZVPD basis.

```
7
Properties=species:S:1:pos:R:3:mulliken_charge:R:1
O 1.02 1.91 0.21 -0.43
C 1.08 3.06 0.60 0.06
H 0.64 3.37 1.57 0.20
H 1.63 3.83 0.02 0.28
Li 0.16 0.30 0.71 0.71
Er -1.72 -2.96 2.02 1.61
H -0.20 -1.17 1.61 -0.43
```

The largest force on an atom is 2.3 eV/Å. Its expectation value of S² is 6.002. As for the spin multiplicity: 5. Its total charge is +2. The HOMO energy (spin up / spin down) is -16.59 / -17.65 eV. The value obtained for the LUMO energy (spin up / spin down) is -9.635 / -10.232 eV.